1.
48
Properties=species:S:1:pos:R:3:forces:R:3 method="wB97M-V/def2-TZVPD" molar_mass_g_mol=622.7 total_charge=+3 lumo_ev="-11.11 / -12.52" orbital_gap_ev="6.9 / 5.5" multiplicity=2 e_above_lowest_ev=0.1563
Ir 0.597609 -0.583194 1.023866 0.3 -0.5 -0.2
N 2.396870 -3.050822 -1.938224 0.0 0.1 0.1
C 2.582015 -1.935397 -1.233657 0.1 -0.1 -0.1
N 1.445585 -1.665739 -0.606699 -0.3 0.3 0.3
C 0.606091 -2.679050 -0.982344 -0.1 0.0 -0.1
N 1.152248 -3.534731 -1.795096 0.0 0.0 0.0
C -0.769439 -2.581898 -0.518592 0.1 0.1 -0.2
C -1.836201 -3.389532 -0.896065 0.1 0.2 0.1
N -3.072676 -3.099376 -0.527117 -0.2 0.0 0.0
C -3.288312 -2.004000 0.190881 0.1 -0.1 -0.1
C -2.244308 -1.184396 0.602821 -0.1 -0.1 0.2
N -0.992262 -1.497255 0.256958 -0.2 -0.1 0.1
H 3.057177 -3.532798 -2.538148 0.0 0.0 0.0
H 3.502808 -1.375225 -1.199741 0.0 0.0 0.0
H -1.665523 -4.266333 -1.510327 0.0 0.0 0.0
H -4.309875 -1.770834 0.463464 0.0 0.0 0.0
H -2.401823 -0.314348 1.223942 0.0 0.0 0.0
O -1.228839 -1.566303 4.092869 0.0 -0.3 -0.1
S 0.114158 -1.364099 3.691982 -0.4 0.8 0.5
O 0.688240 -2.146555 2.569788 0.3 0.0 -0.3
N 0.102915 0.110561 2.753891 0.0 -0.1 0.1
C -0.206256 1.402882 2.868768 0.0 -0.1 0.1
C -0.521066 2.126405 4.039433 0.0 0.0 0.0
C -0.822621 3.471283 3.936059 0.0 0.0 0.0
C -0.818987 4.120483 2.701080 0.0 0.0 0.0
C -0.504250 3.424508 1.493739 0.0 0.0 0.0
C -0.494382 4.023217 0.216414 0.0 0.0 0.0
C -0.183702 3.254664 -0.882559 0.0 0.0 0.0
C 0.124296 1.903765 -0.714389 0.0 0.0 0.1
N 0.126100 1.321021 0.486411 0.2 0.1 -0.3
C -0.194618 2.070002 1.585987 0.0 0.1 -0.1
C 1.202854 -1.205004 5.001615 0.0 -0.2 -0.1
C 0.680886 -1.346328 6.290527 0.0 0.0 0.0
C 1.562694 -1.268877 7.354784 0.0 0.0 0.0
C 2.915377 -1.051113 7.122604 0.0 0.0 0.0
C 3.418001 -0.912245 5.828254 0.0 0.0 -0.1
C 2.564356 -0.999776 4.748849 0.0 0.0 0.0
H -0.531922 1.625617 4.999323 0.0 0.0 0.0
H -1.071316 4.031793 4.827262 0.0 0.0 0.0
H -1.061408 5.175194 2.648072 0.0 0.0 0.0
H -0.732837 5.074560 0.107192 0.0 0.0 0.0
H -0.168356 3.675404 -1.878388 0.0 0.0 0.0
H 0.377217 1.275806 -1.558233 0.0 0.0 0.0
H -0.373891 -1.528954 6.445339 0.0 0.0 0.0
H 1.193452 -1.388897 8.363793 0.0 0.0 0.0
H 3.596113 -0.998222 7.962289 0.0 0.0 0.0
H 4.475577 -0.754756 5.669345 0.0 0.0 0.0
H 2.945633 -0.933707 3.737477 0.0 0.0 0.0

=====

2.
46
Properties=species:S:1:pos:R:3:forces:R:3 method="wB97M-V/def2-TZVPD" molar_mass_g_mol=590.7 total_charge=+3 lumo_ev="-10.88 / -12.84" orbital_gap_ev="7.1 / 5.2" multiplicity=2 e_above_lowest_ev=0.0000
Ir 0.049337 0.619907 -0.250359 0.0 0.7 0.2
S 4.324347 -0.760500 -0.591425 0.0 0.0 0.0
C 4.169549 -0.103756 1.005269 0.0 0.0 0.0
C 5.152933 0.042399 1.957373 0.0 0.0 0.1
C 4.774808 0.608741 3.170771 0.0 0.0 0.0
C 3.432801 1.024006 3.430771 0.0 0.0 0.0
C 2.455698 0.882683 2.494182 0.0 0.0 0.0
C 2.814835 0.309511 1.251066 0.1 0.0 -0.1
N 2.005226 0.092479 0.197554 -0.1 -0.4 0.0
C 2.663121 -0.482338 -0.859518 0.1 0.1 0.1
C 1.878953 -0.787440 -1.983862 0.0 -0.2 -0.3
C 2.349983 -1.447158 -3.143428 0.0 0.0 0.2
C 1.458855 -1.779471 -4.128710 -0.1 0.0 -0.1
C 0.096133 -1.469155 -3.975395 0.1 0.0 0.0
C -0.386374 -0.804442 -2.846093 -0.1 0.1 0.0
C 0.497258 -0.435051 -1.855380 -0.2 0.0 0.1
H 6.175106 -0.263534 1.779660 0.0 0.0 0.0
H 5.520450 0.740948 3.944784 0.0 0.0 0.0
H 3.200293 1.458521 4.393682 0.0 0.0 0.0
H 1.438948 1.195628 2.691704 0.0 0.0 0.0
H 3.399048 -1.700873 -3.241709 0.0 0.0 0.0
H 1.792594 -2.290889 -5.021072 0.0 0.0 0.0
H -0.594460 -1.749190 -4.761380 0.0 0.0 0.0
H -1.439472 -0.567151 -2.770089 0.0 0.0 0.0
N -0.117323 -2.343596 1.087714 0.0 0.0 0.1
C -1.254393 -1.664321 1.219702 0.0 0.0 0.1
N -2.233438 -2.206259 1.903885 0.0 -0.1 0.0
C -3.381386 -1.527824 2.009998 0.1 0.0 0.0
N -4.363728 -2.028970 2.716075 0.0 0.0 0.0
N -3.607712 -0.321807 1.387179 -0.2 0.0 0.0
C -2.617446 0.164887 0.739061 0.0 -0.1 0.0
N -1.366780 -0.412253 0.656159 0.2 0.0 -0.1
C -2.748266 1.395635 -0.054936 -0.1 -0.1 0.1
C -3.899500 2.135393 -0.185603 -0.1 0.0 0.0
C -3.881219 3.229396 -1.045572 0.0 0.0 0.0
C -2.717711 3.534870 -1.739314 0.0 0.0 0.0
C -1.594502 2.749713 -1.548689 0.0 0.1 0.1
N -1.617031 1.705252 -0.710945 0.2 -0.2 -0.4
H -0.075948 -3.262317 1.503708 0.0 0.0 0.0
H 0.626905 -2.035989 0.490685 0.0 0.0 0.0
H -4.253340 -2.918192 3.181235 0.0 0.0 0.0
H -5.239438 -1.533494 2.791583 0.0 0.0 0.0
H -4.783786 1.847150 0.366017 0.0 0.0 0.0
H -4.769917 3.832297 -1.178015 0.0 0.0 0.0
H -2.673685 4.372477 -2.421066 0.0 0.0 0.0
H -0.660328 2.954073 -2.057261 0.0 0.0 0.0